# 1
82
Properties=species:S:1:pos:R:3:forces:R:3 method="wB97M-V/def2-TZVPD" e_above_lowest_ev=0.000 spin_multiplicity=3 energy_ha=-8573.01730 lumo_energy_ev="-7.46 / -7.67" total_charge=+2 orbital_gap_ev="6.1 / 6.0" homo_energy_ha="-0.4967 / -0.5006"
Re 0.0456 1.2637 -1.2156 0.9 2.3 0.7
C 0.1999 -5.9515 -4.5706 0.0 0.0 0.0
C -0.0954 -4.5284 -4.2398 -0.1 0.1 0.0
C -0.4658 -4.1500 -2.9443 0.0 0.0 0.0
C -0.7360 -2.8413 -2.6151 0.1 -0.1 0.3
C -1.1660 -2.5133 -1.2098 0.0 -0.1 -0.1
C -0.6952 -1.8637 -3.6575 -0.1 0.5 0.3
C -1.0029 -0.5067 -3.4368 0.1 -0.7 -0.6
O -0.8973 0.0934 -2.3139 -1.0 -1.1 -0.9
C -0.3427 -2.2372 -4.9912 0.0 -0.1 -0.2
C -0.2358 -1.2236 -6.0973 -0.1 -0.1 0.0
C -0.0179 -3.5500 -5.2368 0.0 0.1 -0.1
H 0.1508 -6.5886 -3.6911 0.0 0.0 0.0
H 1.1918 -6.0358 -5.0180 0.0 0.0 0.0
H -0.5111 -6.3206 -5.3125 0.0 0.0 0.0
H -0.5575 -4.9165 -2.1848 0.0 0.0 0.0
H -1.1813 -3.4132 -0.5990 -0.1 0.0 0.0
H -2.1678 -2.0783 -1.2009 0.0 0.1 0.0
H -0.5031 -1.8062 -0.7111 0.0 0.0 0.0
H -1.3831 0.0814 -4.2735 0.2 0.2 0.1
H 0.4924 -0.4469 -5.8617 0.0 0.0 0.0
H -1.1982 -0.7444 -6.2923 0.0 0.0 0.0
H 0.0805 -1.7088 -7.0167 0.0 0.0 0.0
H 0.2907 -3.8372 -6.2346 0.0 0.0 0.0
Se -0.0032 3.4487 -1.6802 -0.1 -1.0 0.1
C -5.2600 1.9212 0.9686 0.1 0.0 -0.3
Ge -3.9765 1.6374 -0.4948 0.7 -0.1 0.1
C -3.7139 3.1404 -1.7398 -0.3 -0.2 0.2
C -4.3851 0.0024 -1.5241 0.0 0.3 0.2
Ge -1.6835 1.3896 0.6118 -1.1 0.4 0.6
C -1.4579 -0.3181 1.5808 0.3 0.3 -0.2
C -2.5644 -1.1409 1.7827 0.0 0.1 -0.1
C -2.4362 -2.3487 2.4526 -0.1 -0.1 0.0
C -1.1982 -2.7488 2.9361 0.0 0.0 0.0
C -0.0925 -1.9284 2.7620 0.1 0.0 0.0
C -0.2196 -0.7262 2.0810 -0.1 0.0 0.0
C -1.2304 2.9358 1.7555 0.2 -0.5 -0.2
C 0.0201 2.9443 2.3748 -0.1 0.1 0.1
C 0.4388 4.0441 3.1084 0.1 -0.1 0.0
C -0.3940 5.1473 3.2342 0.0 0.0 0.0
C -1.6460 5.1394 2.6387 0.0 0.0 0.0
C -2.0630 4.0386 1.9015 -0.1 0.0 -0.1
H -6.1960 2.2769 0.5362 0.0 0.0 0.0
H -4.9073 2.6555 1.6895 0.0 0.0 0.0
H -5.4543 0.9856 1.4907 0.0 0.0 0.0
H -4.6408 3.3307 -2.2820 0.0 0.0 0.0
H -2.9388 2.8827 -2.4615 0.0 0.0 0.0
H -3.4174 4.0542 -1.2263 0.0 0.0 0.0
H -5.4141 0.0744 -1.8787 0.0 0.0 0.0
H -4.2983 -0.8972 -0.9161 0.0 0.0 0.0
H -3.7340 -0.0835 -2.3945 0.0 0.0 0.0
H -3.5366 -0.8259 1.4188 0.0 -0.1 0.0
H -3.3054 -2.9762 2.6010 0.0 0.0 0.0
H -1.0964 -3.6963 3.4480 0.0 0.0 0.0
H 0.8708 -2.2162 3.1649 0.0 0.0 0.0
H 0.6564 -0.1004 1.9525 0.0 0.0 0.1
H 0.6651 2.0766 2.3056 0.0 0.0 0.0
H 1.4118 4.0383 3.5849 0.0 0.0 0.0
H -0.0721 6.0077 3.8055 0.0 0.0 0.0
H -2.3010 5.9942 2.7445 0.0 0.0 0.0
H -3.0448 4.0497 1.4423 0.0 0.0 0.0
S 5.9067 -0.2683 1.2748 -0.1 0.2 0.1
C 4.3291 0.2746 0.7047 0.0 -0.1 0.0
C 3.4896 -0.6466 0.0665 0.1 0.1 0.0
C 2.2433 -0.2469 -0.3372 0.1 -0.3 0.0
N 1.7937 1.0248 -0.2076 0.5 -0.3 0.0
C 2.6282 1.9312 0.3506 -0.1 0.2 0.1
C 3.8720 1.5901 0.8217 0.0 -0.1 0.0
C 5.7903 0.2310 3.0019 0.0 -0.2 -0.3
C 5.5705 -0.7842 3.9202 0.0 0.0 0.2
C 5.4633 -0.4298 5.2620 0.1 0.0 -0.3
N 5.5493 0.8256 5.6739 0.0 0.1 0.5
C 5.7845 1.7863 4.7937 0.0 -0.1 -0.3
C 5.9287 1.5395 3.4313 0.1 0.1 0.1
H 3.8072 -1.6691 -0.0800 -0.1 0.0 0.1
H 1.5648 -0.9841 -0.7607 0.0 0.1 -0.1
H 2.2603 2.9450 0.4082 0.0 0.0 0.0
H 4.4958 2.3589 1.2508 0.0 0.0 0.0
H 5.4944 -1.8164 3.6080 0.0 0.0 0.0
H 5.3020 -1.1830 6.0243 0.0 0.0 0.0
H 5.8754 2.7915 5.1886 0.0 0.0 0.0
H 6.1750 2.3451 2.7537 0.0 0.0 0.0


# 2
80
Properties=species:S:1:pos:R:3:forces:R:3 method="wB97M-V/def2-TZVPD" e_above_lowest_ev=1.457 spin_multiplicity=4 energy_ha=-5654.56536 lumo_energy_ev="-3.06 / -4.78" total_charge=+1 orbital_gap_ev="7.1 / 5.7" homo_energy_ha="-0.3744 / -0.3843"
V 11.5267 14.5720 6.9140 -1.2 0.0 0.5
S 13.3606 14.7066 5.5818 -0.2 -0.5 -0.1
C 14.2733 15.9575 6.3489 1.3 -0.2 0.1
C 15.5849 16.1898 5.9408 0.7 -1.0 -1.5
C 16.3365 17.2780 6.3707 1.0 -1.3 1.2
C 15.8970 18.0035 7.4878 -0.7 0.2 -1.9
C 14.5630 17.7991 7.8059 0.0 1.9 3.3
C 13.7889 16.7351 7.3714 -0.4 1.1 -0.6
S 12.1256 16.5355 7.8440 0.0 0.7 0.6
H 15.9934 15.3913 5.2512 -0.2 1.5 0.5
H 17.3727 17.3786 6.0442 -0.3 0.0 -0.1
H 16.5107 18.8089 7.9043 -0.5 -0.3 -0.1
H 14.1512 18.5217 8.5927 0.3 -1.3 -1.1
C 7.0639 15.1244 7.3542 0.4 -2.6 0.5
Sb 9.0046 15.9608 7.6261 -0.2 -0.6 0.2
C 8.7156 17.8762 6.7956 -0.7 0.1 0.8
C 8.9079 16.5207 9.7085 0.5 -0.4 0.5
C 8.6312 15.3503 10.6058 0.0 -0.1 -1.7
C 7.3013 14.9223 10.5786 0.3 -0.3 1.8
C 6.9152 13.8258 11.3274 -0.6 -0.6 -0.4
C 7.8827 13.0287 11.9089 1.6 -0.6 1.3
C 9.2373 13.4327 11.8785 -0.4 -0.2 1.0
C 9.6407 14.6015 11.2178 -0.8 -1.0 -0.5
C 11.0769 14.8508 10.9325 0.1 1.8 0.8
Sb 12.0273 13.6983 9.5259 0.3 -0.4 -2.1
C 14.1090 14.1545 9.5817 0.8 -0.2 -0.4
C 11.9486 11.8847 10.5045 1.1 -1.2 0.5
H 6.9452 14.9639 6.2648 -0.4 0.4 0.7
H 6.2746 15.6182 7.8927 -0.4 0.8 -0.5
H 7.0193 14.0781 7.8401 0.4 1.4 -0.9
H 7.6568 18.1364 6.6079 0.6 -0.1 0.4
H 9.2490 17.9579 5.9019 0.7 -0.1 -1.7
H 9.2461 18.5488 7.4590 -0.4 0.4 0.3
H 8.0814 17.1870 9.8798 -0.1 0.7 -0.4
H 9.8613 16.9892 9.9483 -0.2 0.3 -0.1
H 6.5193 15.4957 10.1260 -0.1 0.4 -0.3
H 5.8529 13.5647 11.3837 0.4 0.0 0.0
H 7.7006 12.0763 12.4692 -0.3 1.1 -0.6
H 9.9551 12.8864 12.5308 -0.4 0.2 -0.9
H 11.7085 14.7571 11.7995 0.2 -0.3 0.6
H 11.2979 15.8536 10.5667 -0.3 0.1 0.1
H 14.7229 13.5235 8.8815 -1.0 0.5 0.3
H 14.4844 13.8768 10.5786 -0.1 0.6 -0.2
H 14.2347 15.2236 9.2768 0.0 -1.0 0.6
H 12.0556 12.0237 11.5767 0.4 0.4 0.2
H 12.8295 11.3046 10.1409 -0.9 0.0 0.3
H 11.0180 11.3456 10.4633 -0.3 -0.3 -0.7
C 10.5184 13.1253 5.2215 0.7 -0.9 0.1
Ge 10.8851 12.0751 6.9357 -0.7 -0.5 -0.5
C 12.2685 10.7670 6.7697 1.3 0.1 -0.2
C 12.2677 9.6070 7.5353 0.4 -0.3 0.4
C 13.3666 8.7742 7.6858 0.5 -0.5 -0.5
C 14.4796 9.0505 6.9478 0.1 1.6 -1.5
C 14.4904 10.1483 6.0792 -2.4 0.0 1.8
C 13.4253 11.0532 6.0269 0.2 0.2 -0.2
C 9.2590 11.2546 7.6263 0.2 0.0 -1.3
C 8.6164 11.8585 8.6486 -0.5 -0.5 0.6
C 7.3393 11.3721 9.0433 -0.4 1.0 1.0
C 6.6511 10.4786 8.2694 1.3 -0.3 0.5
C 7.3342 9.7770 7.2213 -1.1 0.8 -0.2
C 6.6554 8.8194 6.4267 -1.9 -1.1 1.0
C 7.2012 8.2357 5.3304 0.7 0.1 0.4
C 8.4918 8.6921 5.0044 1.1 -0.7 -1.7
C 9.2004 9.6234 5.6812 0.2 1.4 1.2
C 8.6197 10.1881 6.8662 1.2 0.7 -0.2
H 11.0545 12.6341 4.4019 -0.1 -0.4 0.2
H 11.0285 14.0747 5.1191 -0.1 1.0 -0.4
H 9.4868 13.2372 4.9357 -0.4 0.0 0.3
H 11.3998 9.3132 8.0321 -1.5 -0.2 0.9
H 13.4970 7.8327 8.2072 -1.1 0.2 0.6
H 15.3571 8.4502 6.9320 0.4 -0.6 0.3
H 15.3476 10.2686 5.5602 2.5 0.8 -1.9
H 13.4651 12.0004 5.4441 0.2 -1.0 0.4
H 9.0659 12.7082 9.1659 -0.2 -0.2 0.1
H 6.9505 11.8022 10.0028 -0.1 -0.5 -1.5
H 5.6277 10.2663 8.4877 -0.5 -0.4 0.2
H 5.6614 8.4496 6.7953 0.9 0.6 -0.4
H 6.7442 7.4129 4.7707 0.0 0.6 0.3
H 9.0170 8.2811 4.1499 -0.3 -0.2 -0.2
H 10.1780 10.0465 5.3300 -1.0 -0.9 0.2